## A
Density functional theory data (ωB97M-V/def2-TZVPD) for a structure of composition C4H2O.

Structure (ORCA input):
```
! wB97M-V def2-TZVPD RIJCOSX def2/J DEFGRID3
* xyz 0 1
C 0.99373 -1.35102 0.00262
C 1.36368 -0.01637 -0.00988
C -0.35095 -0.63787 0.00420
C -0.43208 0.73084 0.00699
O 0.85214 1.18891 0.00004
H -1.17266 -1.32860 -0.00493
H -1.25385 1.41411 0.00097
*
```

Frontier orbital gap = 8.30 eV
E_HOMO = -9.462 eV
LUMO energy = -1.1624 eV

Atom charges from the Löwdin analysis, given in e for atoms 1 to 5: 0.065 -0.054 -0.160 -0.131 0.058


## B
Density functional theory data (ωB97M-V/def2-TZVPD) for an isolated molecule of C4H2O.

Structure (ORCA input):
```
! wB97M-V def2-TZVPD RIJCOSX def2/J DEFGRID3
* xyz 0 1
C 1.46722 1.69629 0.00806
C 3.03768 -0.15802 -0.00067
C 0.40320 0.88918 -0.01687
C 0.69728 -0.49945 -0.02349
O 1.99664 -0.73410 0.00447
H -0.62326 1.21535 -0.02739
H 0.02707 -1.33090 0.02987
*
```

Frontier orbital gap (alpha / beta) = 6.68 / 6.50 eV
E_HOMO (alpha / beta) = -7.989 / -7.921 eV
LUMO energy (alpha / beta) = -1.3092 / -1.4224 eV

Atom charges from the Löwdin analysis, given in e for atoms 1 to 5: 0.151 0.182 -0.257 -0.184 -0.106


Which of the structures shown above is the most stable? The most stable is A.